ORCA calculation (wB97M-V/def2-TZVPD) on a molecular structure, C9H7N5 at a distorted geometry.

Results
LUMO   0.3 eV
Kohn-Sham gap   8.53 eV

XYZ file:
```
21
Properties=species:S:1:pos:R:3:forces:R:3
H -3.5377 0.7876 1.3922 1.58 0.29 -2.16
C 1.2021 -1.6911 -0.0406 2.43 1.08 -0.90
C -2.8613 1.0693 0.4468 -1.11 -1.73 3.16
H 3.2480 -2.6371 -0.4701 -1.29 1.13 0.43
H 0.6101 -2.5138 0.0090 -1.81 -2.07 -0.02
N -2.9564 0.3188 -0.6885 0.99 0.51 -1.53
C 0.8764 -0.3102 0.0136 -0.10 0.45 0.01
C 2.5414 -1.7716 -0.2880 1.92 -0.13 0.73
C 2.0942 0.3915 -0.0432 -1.35 2.08 -0.92
H -1.9877 -2.3307 0.3167 0.15 -1.87 0.36
C -1.6089 -0.1647 -0.0134 -1.87 2.73 0.51
C 0.9854 2.3923 -0.1008 -0.38 -4.96 -0.08
N -0.2365 1.8219 -0.0984 0.46 -1.67 -0.02
C -0.2982 0.4450 -0.0752 0.31 1.46 0.32
H 0.9053 3.3978 -0.0790 0.61 3.28 -0.08
N 3.1256 -0.4675 -0.2370 -0.67 -0.59 0.27
C -2.3206 -1.4004 0.0032 0.45 0.87 0.07
N -3.4702 -1.0109 -0.4250 -0.49 0.25 0.41
H -2.5176 2.1142 0.4487 0.08 -0.79 -0.58
N 2.1508 1.7374 -0.1309 0.31 0.28 0.57
H 4.0557 -0.1779 0.0600 -0.23 -0.58 -0.54
```
Positions in Å, forces in eV/Å.



ORCA calculation (wB97M-V/def2-TZVPD) on a gas-phase ion, C5H12Cl2N (charge +1) at a distorted geometry.

Results
LUMO   -3.0 eV
Charge   +1
Kohn-Sham gap   11.72 eV

XYZ file:
```
20
Properties=species:S:1:pos:R:3:forces:R:3
H 0.1640 -0.8813 1.2824 0.03 0.27 -2.45
C 0.4809 -0.8214 0.1631 4.88 -0.01 1.06
H -0.5394 -1.8736 -2.2165 -0.60 0.45 0.68
Cl 1.4532 1.7521 -0.7010 0.15 0.67 -0.80
H -2.3631 0.4836 -0.6114 -0.26 0.30 0.36
Cl 3.2561 -0.5088 -0.6903 -0.39 0.17 0.31
H 3.3817 0.4688 1.7098 -1.39 0.97 0.19
H -1.6857 -1.9665 -0.8037 -0.09 0.07 -0.71
H 1.8213 0.0741 2.3264 -0.55 0.33 0.35
C -1.2394 -1.2959 -1.5596 -1.07 -2.35 -1.83
C 2.2728 0.7520 1.6174 2.72 -0.99 -0.82
H -1.5631 -0.0813 0.9636 -0.37 1.28 -1.64
H 2.1268 1.8414 1.7349 -0.06 -0.89 0.38
H -1.0728 1.4824 0.0954 0.04 -0.14 0.24
H -0.1133 0.4124 -1.5227 0.18 -1.63 1.66
H -2.0528 -0.8378 -2.2363 1.38 -0.50 1.29
H 1.0327 -1.7952 -0.1099 -1.45 1.46 -0.01
N -0.5144 -0.3185 -0.8032 1.68 1.89 -1.07
C -1.4390 0.4682 -0.0429 -2.05 0.29 2.47
C 1.9506 0.3249 0.1786 -2.78 -1.64 0.35
```
Positions in Å, forces in eV/Å.



ORCA calculation (wB97M-V/def2-TZVPD) on a molecular structure, C35H41CsF5N6O4PS2Te.

Results
LUMO   3.7 eV
Charge   -2
Kohn-Sham gap   5.08 eV

XYZ file:
```
96
Properties=species:S:1:pos:R:3:forces:R:3
N -0.7071 -5.1057 0.8558 0.00 0.00 0.00
C 5.3053 0.1378 -1.7710 0.00 0.00 0.02
H -0.9447 2.4477 4.7308 0.03 -0.03 0.00
C -0.6640 -1.0479 6.1465 -0.02 0.00 -0.01
H 1.2579 2.8842 0.5744 -0.05 0.04 0.00
C -0.0131 3.0092 4.7133 -0.05 -0.03 0.01
C 0.6481 -1.2434 -3.7572 0.01 -0.01 0.01
H -1.1042 3.3578 0.5291 0.10 -0.04 0.19
C 0.1088 -3.5437 -4.2809 0.00 0.00 -0.03
O -2.0817 -0.1318 -2.2528 0.04 0.04 -0.03
H 1.9765 4.5129 3.9464 0.00 0.00 0.00
H 2.6587 3.8261 -5.2394 0.00 0.00 0.00
C -0.1859 2.1905 -3.2124 0.00 0.00 -0.01
N -2.0464 3.3742 2.8070 0.07 0.10 -0.11
C 0.1733 -0.8983 7.2462 0.01 0.00 0.01
N 0.1572 3.6753 3.4259 0.10 0.01 -0.06
H 0.0827 -4.5801 -3.9663 -0.01 0.00 0.00
C -0.3902 3.4160 -3.8306 0.00 -0.01 0.00
N -0.3246 3.2982 1.1823 -0.13 -0.03 -0.18
C 3.6315 -1.1828 -3.5018 -0.03 0.02 0.03
H -1.7529 4.8431 4.2503 -0.02 0.03 0.00
C 1.0571 -0.2413 4.6236 -0.03 -0.01 0.05
F -4.1031 -1.3822 -0.9890 -0.08 0.02 0.00
C 2.0552 2.1383 -4.0648 -0.01 0.01 0.01
H -0.1724 -1.1524 8.2422 0.00 0.00 0.00
P 1.2347 -0.0775 -2.4669 -0.02 0.02 -0.01
C -0.2715 -1.8239 -5.9121 -0.01 0.01 0.01
H -0.6249 -1.5139 -6.8885 0.00 0.00 0.00
C 4.9982 -1.4132 -3.5586 0.02 0.01 0.01
C -0.3181 -3.1605 -5.5463 0.00 0.00 0.01
N 2.3256 1.7981 -0.5908 0.05 0.01 0.03
H 4.2811 1.7551 -0.0222 0.01 0.01 -0.01
H -3.7295 -5.2118 -0.2817 0.00 0.00 0.02
H 5.9558 0.6599 -1.0786 0.00 0.00 0.00
H -3.9460 2.6244 2.5281 0.01 -0.01 0.00
H 2.8899 0.2723 5.5932 -0.01 0.00 0.00
C 3.5165 1.3657 -0.6941 -0.05 -0.02 -0.08
H -1.7770 -4.8667 -2.1259 0.00 0.01 0.00
F -3.0999 -2.5114 -3.1510 -0.01 0.02 -0.01
O -2.0102 -0.0048 3.4429 -0.09 0.29 0.05
C -1.2170 -0.9378 3.7165 0.06 -0.01 -0.21
Cs -0.9137 -0.2105 0.6148 0.32 0.04 0.17
C 3.0652 -0.2974 -2.5833 0.01 -0.03 -0.03
C -1.8165 -4.6062 1.6663 0.00 0.02 0.01
H 0.8747 -2.9063 -2.3974 0.00 0.00 0.00
H -1.3514 3.9067 -3.7382 -0.01 0.00 0.00
H -0.0006 3.7418 5.5288 -0.01 -0.01 0.01
C 0.6298 4.0115 -4.5597 0.00 0.01 -0.01
H -2.1218 -2.7735 0.6288 -0.11 -0.16 -0.03
O 2.2271 2.7631 0.3647 0.07 -0.01 0.04
C -2.5706 4.3076 3.7771 -0.02 -0.04 0.01
H -0.9897 1.7179 -2.6611 -0.01 0.00 0.00
C 0.5693 -2.5879 -3.3898 0.01 0.00 0.00
S 1.6340 0.2397 3.0446 0.00 -0.02 -0.01
C -2.6821 -3.6885 0.8260 0.11 0.00 0.00
C 3.9318 0.3810 -1.7013 -0.01 0.01 0.06
C 1.8849 -0.1024 5.7542 0.01 0.00 -0.03
C -3.0457 -4.3761 -0.4749 -0.01 -0.02 0.04
H -2.6969 1.7064 1.7415 -0.04 0.09 -0.01
H 0.7946 2.2914 4.8529 0.03 0.01 0.02
C -0.2472 -0.7325 4.8606 0.02 -0.03 0.03
H -2.4067 -5.4532 2.0375 0.00 0.00 -0.01
C -0.7208 3.4365 2.4107 -0.21 -0.09 0.08
H 1.5931 4.5939 2.2131 -0.01 -0.01 -0.01
H 0.4715 4.9731 -5.0337 0.00 0.00 0.00
H -0.7016 -3.9008 -6.2385 0.00 0.00 0.00
C 1.5425 3.9691 3.1027 -0.02 0.01 0.00
Te -3.6706 -0.7660 -2.7211 -0.11 -0.02 -0.04
H 3.0160 1.6470 -4.1605 0.00 0.00 0.00
F -3.6265 -0.3291 -4.5454 0.08 0.04 0.00
C -3.0189 2.7216 1.9633 -0.04 -0.01 0.09
C 1.0406 1.5370 -3.3250 0.03 0.01 -0.03
C 1.4605 -0.4202 7.0348 0.00 0.00 0.02
C 5.8440 -0.7500 -2.6844 -0.01 -0.01 -0.02
H 0.1814 -5.2862 1.2897 0.00 0.01 0.00
H -3.5335 -3.6894 -1.1578 -0.03 0.00 -0.02
H 2.1081 3.0483 2.9371 0.00 0.00 0.00
H -3.2449 3.2756 1.0413 0.02 -0.02 -0.02
H -3.2359 5.0394 3.2981 0.01 0.00 -0.01
H 0.2421 0.1699 -5.3219 0.00 0.00 0.00
H -1.6738 -1.4221 6.2861 0.00 0.01 -0.01
O -1.1442 -2.0259 3.0932 -0.01 -0.12 -0.04
H -1.4116 -4.0457 2.5068 0.00 0.00 0.01
H -3.5749 -3.4003 1.3783 0.00 0.00 0.00
F -5.3645 -1.4528 -3.1553 0.03 -0.02 0.05
N -1.8380 -4.8739 -1.1222 -0.01 0.02 -0.04
S 0.6491 -5.7816 -1.3210 -0.01 0.00 0.02
H 2.1413 -0.2919 7.8712 0.00 0.00 0.00
C 0.2164 -0.8713 -5.0260 0.00 0.00 -0.02
C -0.7108 -5.2131 -0.4792 0.01 -0.06 0.03
C 1.8541 3.3691 -4.6749 0.00 0.00 0.00
F -4.6427 0.8142 -2.3943 0.03 -0.04 0.01
H 5.3944 -2.1142 -4.2831 0.00 0.00 0.00
H -3.1404 3.7874 4.5532 0.01 -0.01 0.00
H 6.9129 -0.9239 -2.7090 0.00 0.00 0.00
H 2.9870 -1.7120 -4.1897 -0.02 -0.01 -0.01
```
Positions in Å, forces in eV/Å.